This record from the OMol25 dataset describes a single C4H6N2O molecule in a non-equilibrium geometry. The level of theory is ωB97M-V with the def2-TZVPD basis set.

Structure (XYZ):
```
13
Properties=species:S:1:pos:R:3
O 1.919 -2.063 0.138
N 0.944 -0.509 -1.228
N 0.293 -0.486 0.875
C 1.064 -1.050 -0.024
C -1.448 1.298 0.919
C -0.047 0.458 -1.156
C -0.439 0.459 0.179
H 1.903 -2.279 1.076
H -2.215 0.669 1.386
H -1.938 2.012 0.251
H -0.550 0.311 -2.084
H 1.479 -0.688 -2.058
H -0.966 1.867 1.727
```

Computed properties:
HOMO level: -8.14 eV
energy: -9272.5090 eV
LUMO: 0.79 eV
2S+1: 1
charge: 0
SMILES string: Cc1c[nH]c(O)n1